35
Properties=species:S:1:pos:R:3:forces:R:3:nbo_charge:R:1 method="wB97M-V/def2-TZVPD" homo_lumo_gap_ev=8.7 smiles="CC(=O)C=C=CC(C)(C)CCCC(C)=O" e_homo_ev=-8.65
C -0.89495 -2.90954 4.65139 -0.5 0.8 0.9 -0.71
C -1.01548 -1.83352 3.59561 -0.5 -1.9 -2.1 0.55
O -2.06076 -1.71757 2.96963 0.3 0.5 0.7 -0.55
C 0.21604 -1.19619 3.12157 0.6 0.7 -0.2 -0.46
C 0.35840 -0.53281 1.97774 -0.3 -0.3 -0.1 0.26
C 0.53707 0.05139 0.81797 -0.5 -0.3 0.9 -0.30
C -0.27561 1.23270 0.29656 1.7 1.0 -0.6 -0.06
C 0.44021 2.47278 0.84839 -0.6 -0.3 1.7 -0.59
C -1.70961 1.17283 0.74179 0.0 0.5 0.6 -0.61
C -0.08741 1.27981 -1.26051 -1.0 -0.9 0.5 -0.39
C -0.74315 0.08046 -1.96723 -0.8 0.3 0.4 -0.39
C -0.15054 -0.24006 -3.31448 -0.4 -0.6 -1.2 -0.50
C 1.29595 -0.68648 -3.32446 0.0 -1.2 2.4 0.59
C 2.34298 0.13845 -3.98227 0.0 0.7 0.1 -0.72
O 1.60866 -1.66642 -2.64448 -0.3 1.1 -1.1 -0.55
H -0.29262 -2.60972 5.51242 0.2 -0.1 -0.2 0.22
H -0.49129 -3.81242 4.21419 0.2 -0.1 -0.2 0.24
H -1.89355 -3.12162 5.02626 -0.1 -0.1 -0.1 0.24
H 1.09668 -1.31250 3.73692 0.0 0.8 0.6 0.23
H 1.41526 -0.25449 0.26837 -0.3 -0.7 -0.7 0.25
H -0.07557 3.39895 0.62192 -0.2 0.2 0.0 0.21
H 1.42929 2.53792 0.44604 0.7 0.0 -0.2 0.20
H 0.51834 2.34663 1.97060 -0.1 0.4 -1.1 0.21
H -2.29851 1.99798 0.37150 0.0 0.5 -0.4 0.21
H -1.78765 1.25547 1.83108 0.1 -0.4 -0.1 0.22
H -2.17171 0.27575 0.40518 -0.5 -0.9 0.0 0.23
H 0.96044 1.27673 -1.49046 0.8 0.0 0.1 0.19
H -0.46450 2.20967 -1.68027 -0.2 0.2 0.1 0.21
H -0.76030 -0.79865 -1.31206 0.2 0.1 -0.2 0.23
H -1.80029 0.33130 -2.18611 0.4 -0.2 0.4 0.21
H -0.30070 0.62163 -3.94861 0.2 0.4 -0.4 0.20
H -0.76222 -1.03784 -3.78358 0.4 0.2 0.2 0.24
H 2.07479 1.19175 -4.05749 -0.1 0.1 0.2 0.22
H 3.29681 0.03125 -3.47974 0.1 -0.1 0.1 0.24
H 2.44552 -0.17361 -4.99336 0.2 -0.5 -1.0 0.24



14
Properties=species:S:1:pos:R:3:forces:R:3:nbo_charge:R:1 method="wB97M-V/def2-TZVPD" homo_lumo_gap_ev=9.5 smiles=CNC1CC1 e_homo_ev=-8.31
C -0.35926 1.05971 -1.68981 -1.9 0.2 -0.7 -0.42
N 0.59369 0.61031 -0.67725 -0.7 -0.2 -1.4 -0.62
C 0.02701 0.11891 0.54010 -0.4 0.1 0.3 -0.05
C 0.79139 -0.73287 1.50885 -1.9 3.4 3.3 -0.42
C -0.51754 -1.25112 0.99644 0.4 -0.3 -1.4 -0.45
H -1.01243 1.88198 -1.33124 0.7 -0.2 0.3 0.19
H 0.08447 1.44025 -2.61402 0.6 0.0 0.4 0.20
H -1.16016 0.36804 -2.11959 1.1 -0.2 0.9 0.16
H 1.32196 0.09558 -1.13017 0.3 -0.6 0.2 0.36
H -0.55079 0.95329 0.87234 -0.4 0.2 1.0 0.19
H 0.85826 -0.27569 2.59698 -0.2 -1.3 -2.3 0.21
H 1.71113 -0.96389 1.12633 2.1 -1.4 -0.8 0.21
H -0.38953 -2.05654 0.25121 -0.5 0.3 0.6 0.21
H -1.39819 -1.24795 1.66983 0.8 -0.2 -0.7 0.23



23
Properties=species:S:1:pos:R:3:forces:R:3:nbo_charge:R:1 method="wB97M-V/def2-TZVPD" homo_lumo_gap_ev=9.5 e_homo_ev=-9.10
N 1.91266 0.26622 -1.02096 -1.0 -0.8 2.5 -1.21
N -0.44758 0.10209 0.34377 0.6 1.7 -1.3 -1.46
N -2.44041 -0.30258 -0.66416 0.6 -1.1 -0.2 -1.31
N 1.75804 -0.18768 1.70533 1.2 -0.2 -2.1 -1.16
N 1.01311 2.30876 0.53598 0.3 -0.7 0.3 -1.36
N -0.01337 -1.96083 -1.22205 1.0 0.2 -1.7 -1.34
N -1.60947 -2.28025 0.92220 2.0 -4.4 -2.0 -1.22
N -1.57400 2.08894 -1.29497 -3.7 3.7 3.9 -1.19
O -2.47385 1.65115 1.15083 -0.2 0.7 -0.1 -1.08
P 1.13826 0.76891 0.40577 0.6 -0.6 0.0 2.20
P -1.05007 -1.32516 -0.34592 -3.2 2.7 3.9 2.24
P -1.77215 1.12894 -0.01922 -0.7 -2.0 0.9 2.37
H -3.42555 -0.49800 -0.46894 0.7 -0.4 -0.3 0.43
H 2.00660 -1.15722 1.44534 0.1 0.9 -0.2 0.39
H 1.05962 -0.29727 2.38611 -1.1 0.2 1.2 0.38
H 1.63404 2.81990 1.15594 -0.2 -0.2 -0.1 0.40
H -1.01577 1.79418 -1.97396 2.7 -0.8 -3.8 0.40
H 1.43942 -0.55801 -1.38540 0.3 0.0 -0.6 0.43
H -0.01024 -2.93558 -1.16539 0.2 -1.8 -0.5 0.39
H -1.17378 -3.33177 0.95362 -1.5 3.8 0.2 0.41
H -1.83575 -1.87784 1.79287 -0.3 0.4 0.9 0.42
H 2.17912 0.99988 -1.62843 0.1 0.6 -0.6 0.41
H -2.00207 3.06137 -1.22243 1.4 -2.0 -0.4 0.44



14
Properties=species:S:1:pos:R:3:forces:R:3:nbo_charge:R:1 method="wB97M-V/def2-TZVPD" homo_lumo_gap_ev=7.9 charge=+1 e_homo_ev=-12.65
C 2.34760 0.09002 -0.49603 1.5 -0.4 3.7 -0.19
C -0.81446 -0.13168 0.01901 1.1 0.4 1.3 0.57
N -3.09028 0.23485 -0.51164 -0.8 -0.3 0.0 -0.17
N -1.88799 0.32121 -0.71117 -0.6 0.9 -2.2 -0.16
N -0.31958 -1.36138 -0.08167 0.6 0.2 0.9 -0.75
N 1.21135 0.42469 1.16450 1.2 -1.3 -2.9 -0.58
N -0.00873 0.76963 0.58766 -1.9 3.9 0.5 -0.38
S 3.84703 -0.31241 -0.25232 -1.7 0.7 -0.5 0.37
H 1.61279 0.02770 -1.26065 -0.6 0.3 -0.6 0.20
H -3.71093 0.61161 -1.34675 2.0 -0.5 1.5 0.37
H -0.94244 -2.13642 -0.07883 -0.5 -0.6 -0.3 0.43
H 0.48698 -1.42109 0.56511 -0.3 -0.4 -0.4 0.44
H 1.65808 1.07607 1.85382 -1.1 -0.2 -1.2 0.42
H -0.38943 1.80720 0.54896 1.3 -2.7 0.1 0.43



20
Properties=species:S:1:pos:R:3:forces:R:3:nbo_charge:R:1 method="wB97M-V/def2-TZVPD" homo_lumo_gap_ev=8.6 charge=+1 e_homo_ev=-12.97
C 1.90825 -1.71788 -0.46362 0.9 -2.1 -0.7 -0.25
C 2.35254 -0.37846 -0.22973 0.4 1.0 0.3 -0.18
C 0.70851 -1.99870 0.11302 0.5 -2.4 0.2 -0.22
C 1.52133 0.62107 0.11394 -0.5 -2.9 -2.2 -0.10
C -2.25032 1.32503 -0.41040 -1.4 2.4 0.5 -0.28
C -0.78214 1.55230 0.24103 -2.6 -1.4 -0.6 -0.23
C -0.29455 -0.97544 0.41997 -0.9 0.0 4.3 -0.40
N -2.79155 0.00832 -0.24362 -0.2 1.8 -0.8 -0.87
N 0.04390 0.37224 -0.18884 2.5 -0.7 0.5 -0.43
P -2.21295 -1.35083 0.01563 1.3 -1.9 0.9 1.20
H 2.68844 -2.53808 -0.85862 -2.1 1.9 1.3 0.27
H 3.43462 -0.22726 -0.07614 -0.7 0.0 -0.1 0.26
H 0.56954 -3.07723 0.53910 -0.4 2.0 -1.2 0.27
H 1.90730 1.36409 0.70405 -0.2 2.5 1.0 0.24
H -3.04546 2.09379 0.04071 2.0 -1.5 -0.7 0.26
H -2.34591 1.59491 -1.54654 0.8 -0.5 2.0 0.25
H -0.36264 2.38686 -0.22365 0.8 1.4 -0.8 0.24
H -0.71191 1.74224 1.34712 -0.3 -0.9 -1.1 0.25
H -0.32019 -0.91947 1.94283 0.1 0.2 -4.3 0.26
H -0.01682 0.12250 -1.23624 0.0 1.1 1.6 0.45



9
Properties=species:S:1:pos:R:3:forces:R:3:nbo_charge:R:1 method="wB97M-V/def2-TZVPD" homo_lumo_gap_ev="9.0 / 7.3" e_homo_ev="-9.61 / -8.12"
C -1.23052 -0.94629 0.03466 0.2 -0.5 -1.9 -0.33
C -0.01530 -1.28035 -0.59741 -3.8 0.4 0.7 -0.12
C 1.14113 -1.03912 -0.80166 4.8 -0.4 0.2 -0.09
N 0.00670 1.45730 0.20876 1.1 5.1 3.1 -0.62
Br 2.99483 -1.26995 -0.39806 -2.0 0.3 -0.8 0.13
H -0.91642 -0.60465 0.98870 -0.9 0.3 1.0 0.22
H -2.25324 -0.83060 -0.42621 1.5 -0.4 0.7 0.22
H 0.10872 2.08372 1.26560 -0.4 -2.7 -3.1 0.28
H 0.16409 2.42993 -0.27438 -0.4 -2.0 0.0 0.30